Here is one molecule with the formula C21H19FN4O from OMol25. Energies are from wB97M-V/def2-TZVPD.

The geometry in XYZ format:
```
46
C21H19FN4O, DFT wB97M-V/def2-TZVPD
F -7.211 2.114 0.094
O -1.603 -2.248 1.659
N 0.038 -0.072 -0.274
N 1.758 1.562 0.013
N 0.541 -2.358 -0.664
N -1.296 -0.146 -0.277
C 6.711 1.791 0.270
C 6.351 0.496 0.601
C 5.034 0.088 0.496
C -0.675 2.005 0.031
C -5.442 0.595 -0.246
C 0.478 1.238 -0.073
C 2.266 -0.747 -0.292
C -1.739 1.107 -0.095
C 4.056 0.977 0.057
C 2.646 0.588 -0.067
C -2.231 -3.256 0.920
C -5.883 1.872 0.050
C 5.742 2.686 -0.156
C -0.737 -2.858 -1.121
C -4.083 0.357 -0.291
C -3.644 2.657 0.252
C -5.002 2.909 0.300
C -1.326 -3.890 -0.148
C -3.167 1.381 -0.043
C 0.927 -1.088 -0.421
C 4.425 2.284 -0.259
H 3.658 2.969 -0.584
H -0.708 3.061 0.182
H -2.951 3.458 0.451
H 7.742 2.104 0.351
H -6.158 -0.189 -0.434
H -1.417 -2.014 -1.240
H -5.382 3.892 0.528
H 7.102 -0.201 0.947
H 6.017 3.700 -0.407
H -2.527 -4.025 1.639
H -1.514 -1.468 1.083
H -0.507 -4.418 0.345
H -1.917 -4.619 -0.702
H 3.009 -1.517 -0.409
H 1.290 -3.034 -0.660
H -3.140 -2.872 0.436
H -3.712 -0.628 -0.523
H 4.767 -0.918 0.783
H -0.587 -3.327 -2.101
```

Properties
Total energy (a.u.): -1205.7781
SMILES: OCCCNc1cc(-c2ccccc2)nc2cc(-c3ccc(F)cc3)nn12
Spin multiplicity: 1
Charge: 0
Frontier orbital gap (eV): 8.34
Relative energy (zero: lowest compared OMol25 entry of this formula, charge and spin) (kJ/mol): 0.00
Maximum force (eV/A): 1.1
HOMO energy (eV): -7.98

---

Here is one molecule with the formula C21H27N5O3S from OMol25. Energies are from wB97M-V/def2-TZVPD.

The geometry in XYZ format:
```
57
C21H27N5O3S, DFT wB97M-V/def2-TZVPD
S 1.043 1.215 -0.799
O 5.375 3.042 0.294
O 5.503 0.679 1.846
O -4.267 3.605 0.851
N -1.626 1.059 -0.595
N 3.680 -1.799 -0.126
N 1.465 -2.577 0.091
N -3.933 1.075 -0.459
N 4.295 0.322 -0.684
C -2.741 0.365 -0.388
C -2.743 -1.039 -0.194
C 2.768 -2.720 0.111
C -4.219 2.409 1.589
C 5.658 -0.128 -0.466
C -4.026 -1.826 -0.254
C -3.457 3.508 -0.304
C -4.715 1.214 0.761
C 4.107 2.777 -0.236
C 5.962 -0.373 1.024
C -3.897 -3.190 0.414
C -1.527 -1.700 -0.095
C -2.701 -3.928 -0.172
C -3.902 2.336 -1.184
C 3.291 -0.556 -0.452
C 1.907 -0.285 -0.492
C -0.484 0.412 -0.536
C 4.107 1.631 -1.268
C 1.028 -1.346 -0.204
C -1.422 -3.172 0.161
C -0.347 -0.949 -0.242
H -3.568 4.454 -0.834
H -4.857 -1.274 0.179
H -2.406 3.364 -0.018
H -4.815 -3.761 0.257
H -2.641 -4.942 0.225
H 7.043 -0.420 1.166
H 3.792 3.691 -0.744
H -2.817 -3.998 -1.256
H -4.856 2.559 2.462
H -5.760 1.376 0.476
H 5.832 -1.063 -1.006
H 6.324 0.646 -0.848
H -4.266 -1.968 -1.314
H 5.628 2.313 0.889
H 3.170 1.653 -1.822
H 3.146 -3.705 0.356
H 5.517 -1.323 1.336
H -3.758 -3.064 1.490
H -3.228 2.235 -2.033
H -3.186 2.212 1.919
H 4.541 0.629 1.889
H -0.572 -3.571 -0.393
H -4.637 0.316 1.373
H -1.182 -3.300 1.222
H 4.922 1.811 -1.976
H -4.921 2.519 -1.541
H 3.377 2.555 0.555
```

Properties
Total energy (a.u.): -1714.1445
SMILES: OCCN(CCO)c1ncnc2c1sc1nc(N3CCOCC3)c3c(c12)CCCC3
Spin multiplicity: 1
Charge: 0
Frontier orbital gap (eV): 8.41
Relative energy (zero: lowest compared OMol25 entry of this formula, charge and spin) (kJ/mol): 84.59
Maximum force (eV/A): 0.8
HOMO energy (eV): -8.09

---

Here is C34H57B2Be3BrCl3F8I2LiN3O17P2S2 as an isolated structure from OMol25. Energies are from wB97M-V/def2-TZVPD.

The geometry in XYZ format:
```
135
C34H57B2Be3BrCl3F8I2LiN3O17P2S2, DFT wB97M-V/def2-TZVPD
I -5.913 -1.230 -3.254
I -5.532 -1.644 -0.454
Br -4.906 -2.923 2.915
Cl 1.428 0.564 -0.547
Cl -0.912 -0.001 -3.645
Cl 1.841 -2.839 -1.617
S -8.618 1.087 2.523
S 6.431 -1.807 7.838
P -1.910 1.950 -1.104
P -2.613 0.210 0.138
F 2.660 -4.256 3.111
F -4.885 -0.951 -11.412
F 3.493 -3.995 0.947
F -6.707 -2.392 -11.150
F -6.236 -1.465 -13.243
F -7.064 -0.111 -11.527
F 4.339 -5.671 2.330
F 2.176 -5.849 1.478
O -7.841 -1.243 -6.129
O 6.701 -1.368 9.216
O 6.088 -3.234 7.830
O 7.628 -1.588 7.014
O -6.012 -0.261 -5.196
O 4.503 1.880 4.161
O 5.302 -1.027 7.291
O 6.875 2.861 0.350
O -4.011 -0.470 3.535
O 4.713 2.237 6.361
O -1.872 -1.033 -0.812
O -0.647 2.844 -0.374
O 2.729 1.817 5.571
O -1.043 0.519 0.890
O 9.845 1.759 3.993
O -6.459 -0.053 -7.407
O -8.678 0.527 -0.389
N -3.205 3.184 -1.266
N -10.858 -0.058 -0.702
N -10.626 0.259 0.582
C 7.022 2.489 1.738
C 4.562 0.140 0.962
C -4.651 2.024 1.569
C -6.720 -0.499 -6.175
C 10.752 2.082 2.950
C 2.310 -1.113 1.683
C 3.415 0.012 2.098
C -9.282 0.631 0.882
C 11.525 0.886 5.569
C -3.197 1.537 1.386
C -4.011 -0.207 -2.516
C -8.498 -1.060 -7.394
C 4.665 1.590 0.314
C -0.541 -2.943 -0.187
C 3.931 1.954 5.253
C -0.344 -3.526 1.069
C -4.205 0.025 -0.926
C 6.119 1.855 -0.355
C -9.600 0.121 -1.357
C 10.984 0.946 1.970
C 1.417 -1.591 -4.350
C 0.466 -1.641 -1.899
C -4.089 1.094 -3.431
C -2.908 -1.274 1.362
C -0.495 -1.372 -0.619
C -9.278 -2.294 -7.792
C 0.081 -0.263 0.385
C -3.823 -1.223 2.584
C -7.092 2.175 2.335
C -5.970 1.197 1.653
C 0.806 -0.616 1.761
C 0.378 -1.159 -3.194
C -7.341 -0.762 -8.290
C 10.212 0.672 4.837
B 3.164 -4.953 1.973
B -6.221 -1.230 -11.839
Be -10.310 1.396 4.196
Be 5.239 1.899 8.411
Be 8.599 4.554 2.271
Li 5.021 -2.545 1.463
H 3.926 2.205 6.957
H -7.617 -0.144 -9.146
H -6.741 2.615 3.317
H -2.672 1.246 2.372
H -9.984 -2.569 -7.005
H 2.875 1.021 2.131
H 2.422 -1.916 2.501
H 4.398 2.408 1.075
H 10.311 2.930 2.413
H -3.104 3.875 -0.494
H 11.733 0.043 6.232
H 11.486 1.801 6.166
H 2.622 -1.615 0.718
H -4.862 2.842 0.778
H -1.866 -1.398 1.850
H 11.654 1.266 1.169
H -9.429 -0.045 -2.468
H 2.460 -1.329 -3.996
H 0.830 0.372 2.351
H -4.646 2.666 2.536
H -3.105 1.632 -3.591
H 11.432 0.077 2.453
H -0.992 3.617 0.125
H -8.614 -3.150 -7.931
H 6.698 0.870 -0.510
H 11.698 2.441 3.369
H -3.275 -0.997 -2.829
H -2.887 3.726 -2.096
H 0.330 -4.453 1.135
H -6.823 -1.656 -8.650
H -0.817 -3.645 -1.050
H 10.037 0.623 1.528
H 9.411 0.569 5.575
H 5.597 -0.075 1.429
H -9.173 -0.203 -7.301
H -6.406 1.054 0.597
H -2.627 2.528 1.204
H -4.801 1.834 -2.919
H 7.193 1.367 1.778
H -6.037 0.243 2.241
H -4.860 0.972 -0.932
H 3.862 -0.174 3.121
H 3.931 1.763 -0.553
H -2.996 -2.282 0.817
H 5.967 2.264 -1.417
H 1.271 -2.710 -4.544
H -9.829 -2.126 -8.718
H 10.225 -0.262 4.268
H 1.155 -0.991 -5.291
H 0.212 -1.323 2.440
H 7.893 3.118 2.160
H -4.534 0.918 -4.464
H 4.438 -0.617 0.118
H -0.825 -3.223 2.062
H 6.087 2.809 2.312
H -7.289 2.968 1.528
H 12.366 0.983 4.879
```

Properties
Total energy (a.u.): -9701.5323
Spin multiplicity: 1
Charge: +1
Frontier orbital gap (eV): 1.00
Maximum force (eV/A): 6.8
HOMO energy (eV): -9.42

---

Here is one molecule with the formula C3H7NSi from OMol25. Energies are from wB97M-V/def2-TZVPD.

The geometry in XYZ format:
```
12
C3H7NSi, DFT wB97M-V/def2-TZVPD
Si 0.656 0.091 -0.552
N 3.602 -0.131 0.089
C 0.186 1.612 0.479
C -0.025 -1.573 0.160
C 2.485 -0.061 -0.168
H -0.678 -2.194 -0.453
H -0.850 1.872 0.387
H 0.544 2.697 0.319
H 0.756 -0.195 -2.080
H 0.748 -2.401 0.409
H 0.461 1.249 1.504
H -0.739 -1.483 1.053
```

Properties
Total energy (a.u.): -462.7297
SMILES: C[SiH](C)C#N
Spin multiplicity: 1
Charge: 0
Frontier orbital gap (eV): 11.88
Relative energy (zero: lowest compared OMol25 entry of this formula, charge and spin) (kJ/mol): 19.54
Maximum force (eV/A): 2.2
HOMO energy (eV): -11.32

---

Here is a 4-piece molecular cluster, C28H61BN4O7S overall from OMol25. Energies are from wB97M-V/def2-TZVPD.

The geometry in XYZ format:
```
102
C28H61BN4O7S, DFT wB97M-V/def2-TZVPD
S 0.085 1.571 -4.170
O 1.371 1.890 -3.280
O -0.081 2.608 -5.127
O -1.499 -0.698 -0.787
O -0.680 -1.756 0.990
O -0.994 1.646 -2.983
O -0.743 3.192 0.472
O 0.102 0.228 -4.637
N 2.253 6.968 -6.824
N 1.725 -2.263 4.894
N -2.727 -6.510 4.899
N -2.099 5.711 -2.552
C -2.273 -7.726 5.549
C 1.478 -3.965 3.125
C 2.198 4.409 -6.668
C -0.110 -3.425 6.257
C 4.468 6.492 -8.020
C -5.123 -6.946 4.108
C 2.611 -1.614 5.844
C 1.935 2.552 -1.019
C -4.143 -6.206 5.027
C -2.784 2.004 -0.494
C -0.068 6.986 -7.693
C -0.417 2.455 -1.911
C -2.161 -6.312 3.577
C 0.321 -2.333 5.272
C 0.707 -0.057 -0.059
C -2.372 -4.903 3.046
C 1.419 7.067 -8.007
C 2.956 -2.362 7.137
C -1.596 4.431 -3.130
C 0.987 1.830 -1.851
C -0.603 -0.824 -0.011
C 2.042 5.783 -6.009
C 1.105 0.330 -1.497
C -0.349 3.955 -2.353
C -2.649 -9.070 4.914
C 2.696 3.138 -0.304
C 3.636 7.346 -7.055
C 2.274 -3.483 4.326
B -1.312 2.554 -0.592
H -0.648 7.195 -8.593
H 2.708 5.848 -5.144
H -3.067 5.593 -2.276
H 4.143 7.386 -6.087
H -5.279 -7.979 4.414
H -4.427 -6.373 6.069
H 0.556 4.154 -2.929
H 1.981 -4.809 2.650
H -4.789 -6.944 3.070
H 0.296 -4.401 5.988
H -0.341 7.719 -6.932
H 3.273 -3.387 6.943
H -1.181 -7.671 5.610
H 0.479 -4.298 3.411
H -3.483 2.805 -0.239
H -3.420 -4.693 2.826
H 2.166 0.109 -1.605
H -2.431 -9.092 3.845
H 0.644 0.815 0.596
H 2.340 -4.302 5.059
H 0.191 -3.200 7.280
H 3.632 8.376 -7.427
H -6.096 -6.449 4.137
H -2.823 1.259 0.306
H -1.274 3.070 1.266
H -0.269 -2.457 4.358
H 1.766 3.652 -6.017
H -2.625 -7.711 6.584
H -0.285 4.587 -1.469
H -0.359 5.995 -7.341
H 0.032 -1.354 5.664
H -2.398 3.695 -3.089
H 1.621 8.037 -8.470
H 1.376 -3.172 2.383
H 1.661 6.306 -8.765
H 1.677 4.349 -7.625
H 4.732 5.528 -7.589
H 3.298 -3.273 4.008
H -0.354 -1.384 1.820
H 3.780 -1.855 7.643
H -2.123 6.413 -3.281
H 1.033 5.841 -5.590
H 3.350 3.526 0.441
H -2.016 -4.165 3.769
H 1.459 -0.737 0.341
H 2.118 -2.386 7.832
H -3.702 -9.309 5.055
H 0.578 -0.299 -2.209
H 3.243 4.145 -6.831
H -4.273 -5.133 4.868
H 5.401 7.009 -8.253
H -1.197 -3.518 6.251
H 3.947 6.317 -8.962
H -1.312 4.601 -4.164
H 3.545 -1.394 5.317
H 2.182 -0.641 6.100
H -3.109 1.522 -1.412
H -1.084 -6.493 3.653
H -2.542 -7.031 2.836
H -2.072 -9.870 5.382
H -1.814 -4.768 2.118
```

Properties
Total energy (a.u.): -2272.1447
SMILES: C#C[C@]1(CCC(=O)O)OS(=O)(=O)O[C@@]1(CCN)B(C)O.CCN(CC)CC.CCN(CC)CC.CCN(CC)CC
Spin multiplicity: 1
Charge: 0
Frontier orbital gap (eV): 7.87
Maximum force (eV/A): 1.0
HOMO energy (eV): -7.86

---

Here is C39H35ClGaN2Si2 as an isolated structure from OMol25. Energies are from wB97M-V/def2-TZVPD.

The geometry in XYZ format:
```
80
C39H35ClGaN2Si2, DFT wB97M-V/def2-TZVPD
Ga 0.598 0.101 2.448
Cl 2.215 0.871 0.120
Si 0.451 0.193 -0.896
Si 0.518 -0.017 -3.413
N 0.553 1.601 3.804
N 1.849 -0.712 3.765
C -2.307 -0.149 4.201
C 2.036 0.066 4.885
C -0.446 -1.405 -0.440
C 1.281 2.179 6.009
C 0.431 3.282 5.990
C -0.424 3.473 4.901
C 1.777 -3.651 -5.055
C -0.517 2.240 -4.537
C 0.066 -1.526 -5.708
C -2.724 3.556 -0.998
C -1.470 3.699 -1.595
C -2.320 -1.066 3.118
C 2.772 -0.446 5.950
C 1.677 -2.554 -4.182
C 1.324 1.321 4.907
C 3.287 -1.730 5.878
C -0.457 2.786 -1.315
C -2.366 -2.733 -1.229
C 0.193 -2.624 -6.576
C -2.919 2.529 -0.072
C -0.710 1.639 -0.552
C -0.501 -3.837 -0.189
C -1.504 -2.175 3.469
C -1.913 1.578 0.185
C -0.617 3.335 -5.393
C 0.161 -2.611 -0.030
C 2.973 -2.546 4.784
C 1.042 -3.684 -6.252
C 0.824 -1.480 -4.516
C 1.712 3.039 -6.018
C 1.814 1.920 -5.177
C 2.189 -2.029 3.757
C -1.480 -0.687 5.226
C -0.381 2.592 3.835
C -0.988 -1.942 4.773
C 0.499 3.740 -6.129
C 0.684 1.514 -4.436
C -1.738 -1.502 -1.005
C -1.749 -3.916 -0.818
H -3.533 4.242 -1.254
H -1.383 1.929 -3.946
H -0.379 -2.632 5.356
H 0.527 2.905 -1.779
H 1.188 -2.580 0.356
H 1.902 1.937 6.880
H -1.300 4.493 -2.320
H -0.391 -2.620 -7.501
H -2.081 0.777 0.915
H 3.316 -3.575 4.715
H 0.423 4.600 -6.796
H 1.841 -2.630 2.908
H -1.305 -0.248 6.211
H 2.906 0.191 6.828
H -1.128 4.301 4.871
H 3.912 -2.103 6.679
H -1.347 -3.068 2.871
H -3.321 -2.771 -1.747
H 1.140 -4.545 -6.932
H -0.025 -4.758 0.142
H -0.913 -0.133 -3.134
H 2.754 1.352 -5.096
H 1.485 -0.149 -1.943
H 2.433 -4.487 -4.802
H -0.638 -0.724 -5.971
H 2.584 3.354 -6.604
H 0.433 3.969 6.830
H -2.914 -0.978 2.204
H -2.225 -0.597 -1.375
H -3.878 2.424 0.426
H 2.267 -2.534 -3.254
H -2.235 -4.876 -0.987
H -1.063 2.661 2.979
H -2.878 0.783 4.273
H -1.569 3.858 -5.478
```

Properties
Total energy (a.u.): -4580.2921
Spin multiplicity: 1
Charge: +1
Frontier orbital gap (eV): 4.04
Relative energy (zero: lowest compared OMol25 entry of this formula, charge and spin) (kJ/mol): 310.40
Maximum force (eV/A): 6.6
HOMO energy (eV): -7.79